{
  "formula": "C32H43F5IrN5SSbSi3",
  "method": "ωB97M-V/def2-TZVPD",
  "e_above_lowest_kcal_mol": 0.0,
  "multiplicity": 2,
  "total_energy_ev": -98750.604,
  "homo_energy_ev": [-13.335, -13.613],
  "charge": 2,
  "symbols": ["C", "H", "C", "Si", "H", "F", "F", "N", "H", "C", "H", "C", "H", "H", "C", "H", "N", "H", "C", "H", "C", "H", "H", "C", "C", "H", "H", "H", "Si", "F", "C", "H", "C", "C", "N", "H", "C", "H", "H", "C", "H", "H", "F", "N", "N", "C", "H", "H", "C", "C", "H", "H", "H", "C", "H", "H", "H", "F", "H", "C", "H", "C", "C", "H", "H", "H", "C", "Sb", "H", "H", "C", "Ir", "H", "C", "H", "C", "S", "C", "C", "H", "C", "H", "H", "H", "H", "Si", "C", "C", "H", "C", "C"],
  "coordinates": [[-3.24634, -2.18109, -0.49529], [4.32318, 1.51945, -3.28092], [-3.47740, -4.57006, -0.12859], [0.48297, -1.64303, 3.51440], [5.98911, -3.26201, -1.01244], [-1.41453, -3.55464, 0.08937], [-6.69452, -3.19575, -0.98945], [0.29557, -0.37848, -1.93356], [3.54412, 0.48586, -2.07628], [2.07693, -2.35274, 2.87724], [0.27041, -0.21928, 5.60528], [1.52318, -3.86872, -0.09240], [2.71259, -2.62224, 3.72769], [1.91272, -3.25670, 2.29245], [-0.22801, -1.13949, -4.14807], [0.74801, 2.03920, 2.91836], [-2.85905, -0.16651, 1.61628], [2.77853, 0.74858, -3.64693], [0.35249, 0.90936, -2.35056], [-0.77991, 4.30345, -3.59033], [-2.71282, -3.43065, -0.17268], [-0.41029, -1.96751, -4.82040], [0.09430, 2.21779, -4.02518], [-4.01431, 0.36156, 1.95906], [-4.62180, -2.13631, -0.75223], [1.29061, 4.79127, -0.29566], [-4.81595, 0.29481, 1.22886], [1.88937, 3.71789, -4.32928], [2.48389, 2.71805, -2.12405], [-2.92497, -5.72997, 0.18425], [-0.23864, 0.18087, -4.58705], [-0.03673, 3.13274, 1.75024], [0.06261, 1.18762, -3.69586], [0.87055, 2.57910, 1.97954], [5.25380, -2.57646, -0.97693], [3.15817, 4.61760, -3.50310], [-4.19987, 1.00339, 3.18694], [0.07774, 5.76763, -1.11538], [-2.62819, 3.54758, 0.09976], [2.21011, 4.08894, -3.35122], [1.40347, 0.49947, 4.44920], [5.49482, -1.60559, -1.03536], [-5.56614, -5.57387, -0.40934], [1.71035, -2.54994, -0.24057], [3.82503, -4.30717, -0.49173], [-1.42954, 3.86691, -2.82538], [-1.58768, -2.53098, 4.56269], [1.86675, -0.91213, 5.38779], [1.03244, -0.44630, 4.85546], [-4.83124, -4.49336, -0.42068], [-5.15106, 1.45849, 3.43304], [3.07715, 4.01459, -0.03045], [2.62509, -1.63341, 2.26434], [-5.40344, -3.26911, -0.72611], [-3.20853, 1.57809, 4.99647], [-1.00524, -3.60766, 3.28692], [-1.63112, 2.23749, 0.75529], [-5.19162, -0.97193, -1.02297], [-0.46711, 0.41720, -5.61958], [3.35612, 1.23306, -2.85469], [3.92815, 2.46576, -0.09042], [4.00964, -2.99729, -0.66402], [0.02648, -1.36668, -2.82125], [-0.24490, 5.15298, 0.49681], [1.47920, 4.82235, -3.00051], [-1.97319, 3.02672, -3.26721], [2.92854, -2.10833, -0.51964], [1.35621, 1.15672, 0.45565], [-2.55473, 1.99698, -0.73677], [0.02112, -2.37676, -2.42607], [2.59888, -4.73022, -0.21720], [0.02918, -1.02937, 0.17147], [-0.19613, -3.58850, 4.86077], [0.21980, 4.90192, -0.46098], [0.53363, -4.23133, 0.13442], [-0.68835, -2.96097, 4.11220], [-2.33752, -0.71241, -0.61988], [-0.54739, -0.85860, 2.05619], [-3.12989, 1.05681, 4.05043], [3.07154, -1.04148, -0.62825], [-1.95983, 2.72111, -0.17047], [-1.08712, 0.46134, 4.35639], [4.44863, 3.79957, -1.11474], [2.46868, -5.79694, -0.07644], [1.71679, 3.26252, 2.06472], [-0.57164, 3.39112, -1.23920], [0.78492, 2.03087, -1.43497], [-1.80167, -0.18260, 2.44727], [-2.17333, 4.62680, -2.55741], [-1.93666, 0.44155, 3.68972], [3.56475, 3.30145, -0.70088]]
}